Entry 1:
{"formula": "C23H39Cl2N5O3PSc", "method": "ωB97M-V/def2-TZVPD", "elements": ["O", "C", "C", "C", "H", "C", "H", "C", "H", "C", "H", "C", "H", "H", "C", "C", "H", "H", "H", "C", "C", "H", "H", "H", "H", "Sc", "Cl", "Cl", "C", "O", "N", "C", "C", "H", "H", "H", "H", "H", "H", "H", "H", "H", "C", "C", "N", "H", "C", "O", "H", "H", "H", "H", "C", "N", "C", "N", "C", "N", "C", "P", "C", "C", "H", "H", "H", "H", "H", "H", "H", "H", "H", "H", "H", "H"], "coordinates": [[2.3835, -1.2000, -0.7462], [3.4719, -0.9755, -1.3875], [3.8769, -1.8263, -2.4834], [3.1224, -3.0018, -2.7157], [2.2529, -3.2080, -2.0886], [3.5170, -3.8600, -3.7424], [2.9737, -4.8055, -3.8630], [4.6192, -3.5345, -4.5649], [4.9385, -4.2187, -5.3543], [5.2974, -2.3236, -4.3941], [6.1413, -2.0588, -5.0467], [4.9352, -1.4679, -3.3583], [5.4605, -0.5280, -3.2299], [4.0412, -0.0578, -1.1770], [4.3801, -0.7243, 1.3289], [3.4694, 0.3566, 1.0266], [4.7903, -0.6811, 2.3646], [5.2344, -0.7519, 0.6271], [3.8642, -1.7030, 1.3447], [2.9836, 1.4285, 1.6140], [3.3447, 1.6611, 3.0752], [2.2867, 2.1304, 1.1122], [4.3842, 1.3717, 3.2600], [2.7459, 1.0543, 3.7655], [3.2177, 2.7036, 3.3424], [0.6622, -0.4135, -0.3788], [-0.2012, -2.6668, -0.7311], [0.3992, 0.2598, -2.6125], [0.1150, -0.9542, 2.8181], [0.3268, -0.3648, 1.7187], [-0.7179, -0.4670, 3.7196], [-1.4814, 0.7717, 3.5037], [-0.8742, -1.1459, 4.9879], [0.6512, -1.8974, 3.0485], [-1.2427, 1.2005, 2.5225], [-1.2768, 1.5029, 4.2992], [-2.5670, 0.5951, 3.5721], [-0.1926, -2.0030, 4.9711], [-1.9016, -1.4943, 5.1186], [-0.6089, -0.4702, 5.8023], [-0.8726, 5.1088, 1.1792], [-1.1579, 5.4165, -1.4906], [0.0249, 4.5080, 0.9476], [-0.1876, 4.9066, -1.5132], [-0.0179, 3.9697, -0.4107], [0.1065, 3.6488, 1.6195], [-0.0713, 2.6647, -0.6468], [0.3515, 1.7669, 0.1588], [-0.1173, 4.3493, -2.4526], [-0.5100, 2.3664, -1.6116], [0.8998, 5.1641, 1.0612], [0.5918, 5.6776, -1.4828], [-4.8415, 0.2131, -1.8438], [-4.0753, -0.9760, -2.2193], [-4.5528, -2.1287, -1.4692], [-4.5374, -1.8891, 0.0007], [-5.2966, -0.6619, 0.3153], [-4.7778, 0.5029, -0.3964], [-3.4158, 0.8608, 0.0313], [-2.1558, -0.4959, -0.2839], [-2.6536, -0.7679, -2.0971], [-3.1945, -1.8358, 0.5501], [-5.8905, 0.0610, -2.1382], [-4.4209, 1.0671, -2.3800], [-3.9356, -3.0081, -1.6837], [-5.5986, -2.3422, -1.7523], [-5.2201, -0.5036, 1.3937], [-6.3454, -0.8420, 0.0439], [-3.1473, 1.7933, -0.4807], [-3.4760, 1.1189, 1.0979], [-2.1008, -1.6426, -2.4427], [-2.3140, 0.0969, -2.6798], [-3.2453, -1.6265, 1.6248], [-2.6669, -2.7737, 0.3832]], "lowdin_charge": [-0.287, -0.165, -0.173, -0.002, 0.081, -0.065, 0.107, -0.080, 0.101, -0.092, 0.106, -0.022, 0.113, 0.114, -0.172, -0.233, 0.061, 0.076, 0.080, -0.249, -0.131, 0.052, 0.057, 0.052, 0.044, 0.346, 0.054, 0.122, -0.215, -0.168, -0.160, -0.008, -0.035, 0.168, 0.078, 0.098, 0.092, 0.094, 0.096, 0.096, 0.098, 0.092, -0.018, -0.034, -0.168, 0.085, -0.288, -0.169, 0.096, 0.080, 0.098, 0.098, -0.180, -0.172, -0.166, -0.162, -0.192, -0.161, -0.322, 0.918, -0.359, -0.331, 0.126, 0.122, 0.131, 0.127, 0.117, 0.125, 0.081, 0.073, 0.050, 0.051, 0.081, 0.043], "gap_ev": [4.6434, 3.9318]}

=====

Entry 2:
{"formula": "BrOV", "method": "ωB97M-V/def2-TZVPD", "elements": ["O", "V", "Br"], "coordinates": [[0.1644, -0.7163, 1.1863], [0.7596, 0.5004, 0.4714], [-0.9240, 0.2159, -1.6578]], "nbo_charge": [-0.180, 1.815, 0.365], "spin_multiplicity": 3, "total_charge": 2, "gap_ev": [7.8680, 7.4897], "s_squared": 2.05}

=====

Entry 3:
{"formula": "C40H33N4P2Pd", "method": "ωB97M-V/def2-TZVPD", "elements": ["Pd", "C", "P", "C", "C", "C", "C", "C", "C", "C", "C", "C", "C", "C", "C", "C", "C", "C", "C", "C", "P", "C", "C", "C", "C", "C", "C", "C", "C", "C", "C", "C", "C", "N", "H", "H", "H", "H", "H", "H", "H", "H", "H", "H", "H", "H", "H", "H", "H", "H", "H", "H", "H", "H", "H", "H", "H", "H", "H", "H", "N", "C", "C", "C", "C", "C", "C", "C", "N", "C", "C", "N", "C", "H", "H", "H", "H", "H", "H", "H"], "coordinates": [[-0.3511, -0.9326, -0.4294], [-2.4292, -2.7739, -2.2211], [-2.4260, -0.9614, -1.7617], [-2.8899, -0.0975, -3.2929], [-2.3651, -0.4919, -4.5228], [-2.6515, 0.2281, -5.6736], [-3.4529, 1.3582, -5.6042], [-3.9672, 1.7673, -4.3825], [-3.6860, 1.0447, -3.2328], [-3.9276, -0.8880, -0.7363], [-5.2027, -1.0537, -1.2847], [-6.3190, -1.0808, -0.4686], [-6.1774, -0.9475, 0.9106], [-4.9185, -0.7851, 1.4638], [-3.7980, -0.7541, 0.6410], [-1.7275, -3.4440, -1.1064], [-2.2399, -4.1926, 0.0118], [-1.2194, -4.2888, 0.9039], [-0.0904, -3.6031, 0.2974], [1.2886, -3.3855, 0.8125], [1.8241, -1.6608, 0.3293], [2.6575, -0.9928, 1.8034], [3.9465, -0.4667, 1.7518], [4.4953, 0.1620, 2.8645], [3.7639, 0.2702, 4.0372], [2.4752, -0.2490, 4.0963], [1.9246, -0.8666, 2.9856], [3.1454, -1.9422, -0.8705], [4.2017, -2.8137, -0.5928], [5.1953, -3.0341, -1.5296], [5.1433, -2.3818, -2.7583], [4.1011, -1.5153, -3.0419], [3.1027, -1.2968, -2.0999], [-0.4130, -3.1349, -0.9169], [-1.8413, -2.8994, -3.1309], [-3.4442, -3.1326, -2.3804], [-1.7245, -1.3607, -4.6006], [-2.2470, -0.0979, -6.6225], [-3.6763, 1.9194, -6.5018], [-4.5947, 2.6466, -4.3223], [-4.1066, 1.3669, -2.2875], [-5.3272, -1.1552, -2.3569], [-7.3019, -1.2062, -0.9032], [-7.0508, -0.9715, 1.5488], [-4.8018, -0.6809, 2.5345], [-2.8117, -0.6314, 1.0756], [-3.2480, -4.5645, 0.1049], [-1.2222, -4.7614, 1.8735], [1.9636, -4.1139, 0.3551], [1.3407, -3.5185, 1.8934], [4.5310, -0.5424, 0.8442], [5.5014, 0.5579, 2.8119], [4.1929, 0.7543, 4.9047], [1.8953, -0.1672, 5.0063], [0.9059, -1.2381, 3.0398], [4.2555, -3.3210, 0.3647], [6.0086, -3.7113, -1.3059], [5.9178, -2.5550, -3.4938], [4.0556, -1.0095, -3.9972], [2.2803, -0.6282, -2.3269], [4.4091, 7.3201, 4.5472], [3.7114, 6.5895, 4.0011], [2.8352, 5.6718, 3.3153], [3.3200, 4.4482, 2.8660], [2.4821, 3.5695, 2.2054], [1.1517, 3.9156, 1.9994], [0.6603, 5.1317, 2.4502], [1.5043, 6.0117, 3.1062], [0.2785, 3.0047, 1.3287], [-1.0211, 3.2308, 0.9086], [-1.4558, 2.0618, 0.3788], [-0.4571, 1.1135, 0.4662], [0.5602, 1.7168, 1.0294], [4.3565, 4.1869, 3.0288], [2.8822, 2.6280, 1.8580], [-0.3759, 5.3997, 2.3088], [1.1256, 6.9602, 3.4602], [-1.5084, 4.1822, 1.0082], [-2.4184, 1.8374, -0.0485], [1.4962, 1.2467, 1.2723]], "lowdin_spin": [0.685, 0.051, 0.068, 0.018, 0.007, 0.000, 0.006, 0.000, 0.008, 0.003, 0.001, 0.000, 0.001, 0.000, 0.000, 0.315, 0.114, 0.148, 0.288, 0.039, 0.057, 0.009, 0.006, 0.000, 0.005, -0.001, 0.004, 0.015, 0.004, 0.001, 0.000, 0.000, 0.002, 0.048, 0.012, 0.001, 0.001, 0.000, 0.000, 0.000, 0.000, 0.000, 0.000, 0.000, 0.000, -0.001, 0.002, 0.005, 0.015, 0.001, 0.000, 0.000, 0.000, 0.000, 0.000, 0.001, 0.000, 0.000, 0.000, 0.001, 0.000, 0.000, 0.000, 0.000, 0.000, 0.000, 0.000, 0.000, 0.001, 0.002, 0.004, 0.051, 0.003, 0.000, 0.000, 0.000, 0.000, 0.000, 0.000, 0.000], "spin_multiplicity": 3, "total_charge": 1, "gap_ev": [7.3713, 6.7874], "s_squared": 2.02}